8 unconnected molecules or ions with the total composition C36H65N3O11P2 in a non-equilibrium geometry. Source: the OMol25 dataset; level of theory: ωB97M-V with the def2-TZVPD basis set.

The geometry in XYZ format:
```
117
Properties=species:S:1:pos:R:3:lowdin_charge:R:1
C 7.883 -2.067 -1.350 0.15
C 7.151 -1.127 -1.257 -0.12
C 6.036 -0.257 -1.024 -0.25
C 5.916 0.261 0.248 -0.01
C 4.882 1.098 0.580 0.01
C 3.974 1.416 -0.398 -0.09
C 4.092 0.920 -1.683 -0.07
C 5.120 0.050 -2.036 -0.22
P 5.467 -0.776 -3.650 0.95
C 4.780 -2.466 -3.350 -0.24
O 4.513 -0.225 -4.871 -0.31
C 3.047 1.406 -2.641 -0.29
O 3.257 1.930 -3.695 0.15
C 1.627 1.387 -2.081 -0.08
C 0.493 0.950 -2.746 -0.25
P 0.554 0.289 -4.430 0.72
O 0.941 1.241 -5.484 -0.42
C -0.730 1.027 -2.086 -0.03
C -0.803 1.516 -0.805 -0.22
C -2.132 1.634 -0.075 -0.12
C -2.221 0.577 1.061 -0.17
C -3.595 -0.128 1.085 -0.18
C -3.842 -1.014 -0.127 -0.21
N -3.038 -2.252 -0.115 0.05
C -2.746 -2.744 -1.378 -0.55
N -1.740 -3.525 -1.468 0.12
N -3.579 -2.374 -2.446 0.12
C 0.333 1.929 -0.139 0.04
C 1.540 1.868 -0.793 -0.08
C 2.806 2.309 -0.127 -0.27
O 2.879 3.319 0.519 0.15
H 8.507 -2.917 -1.423 0.04
H 6.624 0.011 1.020 0.13
H 4.740 1.512 1.565 0.13
H 3.743 -2.426 -3.014 0.04
H 5.403 -3.016 -2.659 0.03
H 4.804 -2.948 -4.325 0.04
H 3.867 -0.868 -5.177 0.04
H 1.401 -0.845 -4.415 0.01
H -0.763 -0.167 -4.681 0.02
H -1.638 0.698 -2.571 0.10
H -2.076 2.606 0.405 0.11
H -2.969 1.546 -0.758 0.11
H -1.453 -0.181 0.889 0.10
H -1.994 0.997 2.034 0.10
H -3.678 -0.787 1.949 0.11
H -4.356 0.643 1.138 0.11
H -3.642 -0.413 -1.014 0.08
H -4.887 -1.306 -0.173 0.12
H -2.174 -2.154 0.400 0.10
H -1.604 -3.832 -2.425 0.04
H -3.445 -1.404 -2.699 0.07
H -3.344 -2.921 -3.262 0.09
H 0.279 2.307 0.870 0.14
C 3.128 -5.434 1.180 -0.10
C 3.346 -6.930 1.079 -0.32
O 3.818 -7.296 -0.218 -0.08
H 2.410 -5.110 0.428 0.06
H 2.749 -5.159 2.166 0.07
H 4.059 -4.891 1.001 0.07
H 2.413 -7.466 1.239 0.11
H 4.069 -7.265 1.832 0.11
H 4.644 -6.832 -0.362 0.07
C -6.201 -3.496 2.242 -0.09
C -5.885 -4.971 2.087 -0.32
O -5.428 -5.260 0.769 -0.08
H -6.962 -3.191 1.523 0.08
H -6.560 -3.269 3.248 0.07
H -5.310 -2.894 2.041 0.05
H -6.773 -5.576 2.259 0.11
H -5.115 -5.276 2.805 0.10
H -4.634 -4.737 0.611 0.06
C -1.922 -4.482 2.481 -0.09
C -0.426 -4.480 2.211 -0.33
O -0.124 -5.096 0.969 -0.10
H -2.305 -5.503 2.483 0.08
H -2.149 -4.019 3.445 0.08
H -2.456 -3.938 1.699 0.04
H 0.099 -5.041 2.984 0.11
H -0.036 -3.453 2.208 0.11
H -0.572 -4.597 0.277 0.03
C 8.336 1.724 -6.925 -0.09
C 7.817 0.702 -5.929 -0.34
O 8.576 0.749 -4.722 -0.11
H 9.388 1.540 -7.146 0.07
H 7.769 1.688 -7.857 0.07
H 8.263 2.734 -6.514 0.07
H 7.907 -0.307 -6.329 0.11
H 6.765 0.887 -5.699 0.07
H 8.490 1.635 -4.360 0.08
C 0.940 6.282 -1.003 -0.08
C 0.214 5.534 0.099 -0.31
O -0.981 4.921 -0.390 -0.09
H 0.292 7.047 -1.433 0.07
H 1.844 6.759 -0.623 0.08
H 1.220 5.602 -1.811 0.07
H -0.082 6.215 0.895 0.11
H 0.865 4.764 0.527 0.08
H -0.726 4.308 -1.087 0.06
C -2.833 3.392 5.282 -0.09
C -3.902 3.275 4.210 -0.30
O -3.976 1.937 3.707 -0.09
H -1.860 3.102 4.883 0.07
H -2.767 4.414 5.659 0.07
H -3.051 2.725 6.120 0.07
H -3.672 3.926 3.369 0.11
H -4.879 3.562 4.606 0.09
H -4.191 1.364 4.448 0.08
C -8.322 5.866 5.794 -0.09
C -6.839 6.020 5.513 -0.32
O -6.491 5.483 4.238 -0.09
H -8.608 4.815 5.757 0.08
H -8.580 6.267 6.775 0.07
H -8.914 6.390 5.039 0.07
H -6.251 5.482 6.255 0.11
H -6.550 7.076 5.546 0.11
H -6.995 5.959 3.572 0.08
```

Calculated values
Electronic energy, eV: -83953.262
HOMO energy, eV: -8.22
Structure (SMILES): [H]/N=C(\N)NCCCCc1cc([PH2]=O)c2c(c1)C(=O)c1ccc(C#C)c(P(C)O)c1C2=O.CCO.CCO.CCO.CCO.CCO.CCO.CCO
LUMO, eV: -0.761
Frontier orbital gap, eV: 7.458

***

9 unconnected molecules or ions with the total composition C36H65O16S5 in a non-equilibrium geometry. Source: the OMol25 dataset; level of theory: ωB97M-V with the def2-TZVPD basis set.

The geometry in XYZ format:
```
122
Properties=species:S:1:pos:R:3:lowdin_charge:R:1
C -0.721 -0.803 -0.218 -0.08
C -0.294 0.620 -0.589 -0.64
C 0.989 1.063 0.216 -0.07
O -0.394 0.922 -1.948 -0.29
H -0.197 -1.538 -0.830 0.04
H -1.784 -0.954 -0.405 0.03
H -0.588 -1.141 0.810 0.05
H -0.986 1.291 -0.080 0.07
H 1.752 0.296 0.087 0.04
H 0.688 1.063 1.264 0.05
H 1.376 2.060 0.002 0.07
O -3.357 -1.554 5.399 -0.31
S -2.412 -1.096 4.387 0.67
O -1.072 -0.702 4.786 -0.28
O -2.377 -2.360 3.253 -0.29
C -3.654 -2.841 2.703 -0.25
C -3.628 -2.491 1.226 -0.08
C -3.201 0.136 3.335 -0.12
H -4.552 -2.533 3.239 0.11
H -3.699 -3.925 2.804 0.11
H -2.668 -2.754 0.782 0.06
H -3.744 -1.428 1.014 0.04
H -4.476 -2.924 0.695 0.08
H -4.068 -0.130 2.730 0.06
H -2.452 0.523 2.644 0.06
H -3.359 0.978 4.009 0.08
O -2.985 3.499 -1.101 -0.25
S -3.748 2.947 -0.008 0.65
O -3.252 2.870 1.325 -0.29
O -5.148 3.808 -0.070 -0.28
C -5.661 4.173 -1.327 -0.28
C -7.210 3.919 -1.174 -0.06
C -4.482 1.254 -0.492 -0.07
H -5.260 3.558 -2.133 0.10
H -5.469 5.153 -1.766 0.12
H -7.796 4.320 -2.001 0.07
H -7.554 4.507 -0.324 0.07
H -7.408 2.861 -0.998 0.07
H -4.920 1.328 -1.488 0.04
H -5.137 0.844 0.277 0.06
H -3.577 0.662 -0.627 0.04
O -2.121 1.602 -4.701 -0.29
S -2.707 0.301 -5.060 0.71
O -3.734 0.139 -6.172 -0.36
O -1.544 -0.761 -5.451 -0.26
C -0.399 -0.959 -4.717 -0.31
C 0.549 -1.984 -5.380 -0.06
C -3.354 -0.557 -3.551 -0.10
H -0.719 -1.396 -3.771 0.08
H 0.135 -0.057 -4.418 0.12
H 1.508 -2.222 -4.920 0.05
H 0.877 -1.616 -6.352 0.07
H 0.057 -2.949 -5.500 0.07
H -4.144 0.007 -3.055 0.04
H -2.557 -0.603 -2.809 0.04
H -3.842 -1.432 -3.979 0.06
O -0.655 6.753 0.885 -0.32
S 0.287 5.648 0.829 0.69
O 0.368 4.814 -0.394 -0.28
O 1.804 6.168 1.282 -0.27
C 1.980 7.449 1.764 -0.31
C 2.311 8.483 0.634 -0.07
C -0.086 4.614 2.345 -0.06
H 2.797 7.423 2.487 0.12
H 1.089 7.938 2.157 0.11
H 1.500 8.638 -0.078 0.07
H 3.117 8.136 -0.013 0.07
H 2.587 9.464 1.022 0.07
H -0.306 5.459 2.998 0.06
H 0.872 4.235 2.701 0.02
H -0.942 4.044 1.987 0.05
O 3.464 -6.153 2.464 -0.30
S 2.442 -5.268 2.970 0.74
O 2.119 -5.051 4.429 -0.33
O 2.758 -3.727 2.303 -0.25
C 1.873 -2.764 2.605 -0.36
C 2.598 -1.409 2.376 -0.04
C 0.882 -5.661 2.061 -0.09
H 1.518 -2.813 3.635 0.12
H 1.013 -2.818 1.937 0.10
H 3.234 -1.370 1.491 0.07
H 3.215 -1.301 3.267 0.08
H 1.899 -0.580 2.266 0.05
H 1.172 -5.478 1.026 0.06
H 0.283 -4.818 2.405 0.05
H 0.435 -6.617 2.337 0.08
C 4.852 4.170 3.385 -0.09
C 3.524 3.865 3.683 -0.08
C 2.982 2.715 3.068 -0.09
C 3.699 1.916 2.197 -0.08
C 5.020 2.255 2.016 -0.12
C 5.631 3.331 2.572 -0.10
H 5.271 5.089 3.767 0.09
H 2.855 4.474 4.273 0.10
H 1.946 2.423 3.161 0.09
H 3.352 1.055 1.644 0.07
H 5.570 1.661 1.302 0.11
H 6.654 3.505 2.274 0.10
C 5.277 -2.394 -3.264 -0.10
C 4.164 -1.651 -3.506 -0.13
C 3.123 -1.558 -2.627 -0.08
C 3.091 -2.382 -1.462 -0.08
C 4.295 -2.990 -1.117 -0.10
C 5.379 -2.945 -1.975 -0.10
H 6.056 -2.575 -3.990 0.10
H 4.006 -1.147 -4.449 0.10
H 2.228 -0.998 -2.855 0.10
H 2.186 -2.468 -0.879 0.09
H 4.325 -3.542 -0.189 0.10
H 6.302 -3.431 -1.694 0.09
C 0.190 -6.697 -1.685 -0.15
C -0.753 -5.901 -1.142 -0.14
C -0.742 -4.568 -1.409 -0.07
C 0.265 -4.028 -2.263 -0.06
C 1.177 -4.922 -2.822 -0.07
C 1.173 -6.290 -2.499 -0.08
H 0.217 -7.745 -1.425 0.11
H -1.393 -6.297 -0.367 0.11
H -1.454 -3.968 -0.861 0.08
H 0.416 -2.978 -2.462 0.07
H 2.027 -4.450 -3.292 0.10
H 1.941 -6.961 -2.855 0.11
```

Calculated values
Electronic energy, eV: -125315.865
HOMO energy, eV: -3.47
Net charge: -1
LUMO, eV: 1.851
Frontier orbital gap, eV: 5.322

***

A molecular structure, C36H66BiClN5SSbSe3Te. Source: the OMol25 dataset; level of theory: ωB97M-V with the def2-TZVPD basis set.

The geometry in XYZ format:
```
115
Properties=species:S:1:pos:R:3:lowdin_charge:R:1
Bi -0.637 0.250 0.573 1.26
N 2.688 -0.094 0.882 0.00
C 3.186 -0.052 2.264 -0.29
C 2.060 -0.253 3.269 -0.23
C 1.516 -1.683 3.272 -0.23
C 0.085 -1.806 3.826 -0.29
N -0.809 -2.332 2.784 0.00
H 2.385 -1.036 0.649 0.02
H 3.433 0.140 0.237 0.07
H 3.621 0.937 2.423 0.11
H 3.974 -0.799 2.446 0.10
H 1.266 0.465 3.057 0.04
H 2.436 -0.010 4.266 0.12
H 2.198 -2.314 3.849 0.10
H 1.494 -2.072 2.247 0.06
H -0.286 -0.819 4.107 0.01
H 0.086 -2.424 4.732 0.11
H -1.778 -2.251 3.072 0.07
H -0.618 -3.316 2.626 0.05
C -2.179 8.508 1.888 -0.05
C -1.694 7.211 2.557 -0.56
C -2.915 6.334 2.831 -0.06
C -0.996 7.515 3.890 -0.04
C -0.691 6.514 1.643 -0.17
C 0.382 7.256 1.124 -0.04
C 1.280 6.729 0.218 -0.09
C 1.115 5.405 -0.157 -0.49
S 1.990 4.483 -1.335 1.08
C 0.950 3.085 -0.974 -0.54
N 0.069 3.314 -0.071 0.09
C 0.108 4.609 0.411 -0.28
C -0.801 5.172 1.309 0.06
C 1.107 1.853 -1.743 -0.29
C 1.927 1.925 -2.879 -0.09
C 2.117 0.827 -3.692 -0.09
C 1.502 -0.367 -3.364 -0.09
C 0.716 -0.456 -2.225 -0.18
C 0.469 0.634 -1.392 -0.33
H -2.979 8.953 2.481 0.08
H -2.572 8.291 0.892 0.08
H -1.384 9.247 1.787 0.07
H -3.671 6.911 3.367 0.09
H -2.643 5.480 3.448 0.09
H -3.359 5.968 1.903 0.09
H -1.677 8.026 4.573 0.09
H -0.114 8.141 3.743 0.08
H -0.678 6.578 4.349 0.10
H 0.517 8.282 1.441 0.11
H 2.077 7.335 -0.191 0.11
H -1.564 4.530 1.725 0.10
H 2.424 2.861 -3.107 0.06
H 2.745 0.904 -4.571 0.10
H 1.650 -1.241 -3.987 0.10
H 0.274 -1.415 -1.980 0.03
Se -2.948 1.429 0.147 -0.07
Se -4.042 0.073 1.677 -0.25
Te -3.770 1.175 3.955 0.09
Se -1.380 1.742 4.088 -0.41
Cl -2.235 -1.786 -1.877 0.46
C -1.511 -1.734 -0.241 -0.86
H -0.700 -2.464 -0.214 -0.10
H -2.293 -2.052 0.441 -0.05
C 0.769 -7.252 -1.430 -0.11
C 0.127 -6.030 -0.787 -0.70
C -0.606 -6.436 0.489 -0.14
C -0.881 -5.407 -1.751 -0.13
Sb 1.572 -4.407 -0.210 1.60
C 2.834 -5.330 1.399 -0.70
C 4.035 -4.406 1.584 -0.13
C 1.993 -5.302 2.675 -0.13
C 3.299 -6.756 1.133 -0.11
C 2.972 -4.336 -1.961 -0.71
C 3.777 -3.049 -1.787 -0.14
C 2.109 -4.223 -3.216 -0.14
C 3.920 -5.520 -2.110 -0.12
H -0.005 -7.994 -1.662 0.09
H 1.499 -7.723 -0.773 0.06
H 1.263 -6.995 -2.368 0.06
H -1.454 -7.084 0.243 0.09
H -1.003 -5.562 1.013 0.07
H 0.043 -6.989 1.169 0.06
H -1.731 -6.086 -1.878 0.09
H -0.451 -5.225 -2.736 0.06
H -1.272 -4.459 -1.377 0.03
H 3.711 -3.380 1.781 0.06
H 4.679 -4.402 0.704 0.05
H 4.637 -4.739 2.436 0.09
H 2.558 -5.750 3.500 0.09
H 1.068 -5.866 2.563 0.05
H 1.738 -4.279 2.957 0.04
H 3.859 -6.841 0.203 0.06
H 2.452 -7.442 1.094 0.06
H 3.954 -7.085 1.948 0.09
H 3.122 -2.179 -1.724 0.05
H 4.452 -2.908 -2.639 0.09
H 4.385 -3.075 -0.882 0.06
H 1.348 -3.445 -3.117 0.06
H 1.603 -5.163 -3.435 0.06
H 2.741 -3.979 -4.079 0.09
H 4.672 -5.531 -1.319 0.06
H 4.453 -5.440 -3.066 0.09
H 3.394 -6.474 -2.103 0.06
N -2.213 5.163 -3.672 0.19
C -2.632 3.737 -3.915 -0.13
C -2.009 2.865 -2.809 -0.32
N -2.248 1.466 -2.893 -0.01
H -2.527 5.798 -4.404 0.17
H -1.193 5.206 -3.609 0.17
H -2.589 5.476 -2.774 0.17
H -2.279 3.426 -4.896 0.13
H -3.719 3.683 -3.885 0.13
H -2.406 3.207 -1.844 0.06
H -0.924 3.029 -2.815 0.10
H -1.814 0.973 -3.660 0.08
H -3.202 1.175 -2.743 0.04
```

Calculated values
Electronic energy, eV: -284919.945
HOMO energy, eV: -5.11
LUMO, eV: -1.522
Frontier orbital gap, eV: 3.592

***

8 unconnected molecules or ions with the total composition C36H67BCl2I2O15S7 in a non-equilibrium geometry. Source: the OMol25 dataset; level of theory: ωB97M-V with the def2-TZVPD basis set.

The geometry in XYZ format:
```
130
Properties=species:S:1:pos:R:3:lowdin_charge:R:1
C 3.159 3.057 0.577 -0.09
C 2.475 4.357 -0.015 -0.62
Cl 3.428 5.926 0.110 0.58
C 1.220 4.432 -0.635 -0.56
Cl 0.531 6.027 -1.246 0.55
B 0.358 3.045 -0.812 -0.30
C 0.693 2.184 -2.155 -0.12
C 0.337 0.616 -2.005 -0.29
C 1.447 -0.187 -2.881 -0.61
I 3.096 -0.901 -1.624 0.80
C -0.704 2.606 0.331 -0.10
C -1.613 3.857 0.703 -0.76
O -2.669 4.089 0.102 -0.04
I -1.012 5.266 2.276 0.79
H 2.440 2.301 1.026 0.08
H 3.904 3.326 1.408 0.09
H 3.725 2.518 -0.263 0.09
H 1.843 2.230 -2.256 0.11
H 0.265 2.659 -3.100 0.13
H -0.663 0.416 -2.506 0.12
H 0.335 0.246 -0.933 0.09
H 1.835 0.548 -3.673 0.06
H 0.946 -1.071 -3.401 0.00
H -1.282 1.664 0.068 0.10
H -0.097 2.358 1.279 0.13
C 0.026 -5.845 -4.722 -0.22
C -1.324 -5.551 -5.381 -0.24
C -1.758 -4.154 -4.937 -0.21
S -0.253 -3.246 -4.601 0.67
O -0.202 -2.945 -3.187 -0.34
O -0.073 -2.228 -5.612 -0.33
C 0.869 -4.594 -4.932 -0.23
H 0.504 -6.727 -5.152 0.11
H -0.117 -6.025 -3.651 0.12
H -1.211 -5.572 -6.465 0.08
H -2.074 -6.298 -5.117 0.12
H -2.323 -3.641 -5.715 0.11
H -2.342 -4.190 -4.016 0.11
H 1.727 -4.536 -4.263 0.11
H 1.195 -4.508 -5.971 0.11
C -4.519 -0.475 2.228 -0.23
C -3.442 0.006 1.253 -0.22
C -3.068 -1.180 0.360 -0.22
S -4.521 -2.222 0.278 0.67
O -4.222 -3.480 0.922 -0.33
O -5.083 -2.152 -1.053 -0.33
C -5.526 -1.245 1.382 -0.22
H -4.990 0.356 2.754 0.07
H -4.072 -1.138 2.975 0.13
H -3.843 0.819 0.638 0.12
H -2.567 0.394 1.780 0.10
H -2.797 -0.857 -0.646 0.10
H -2.256 -1.767 0.792 0.11
H -6.172 -1.895 1.970 0.11
H -6.128 -0.567 0.773 0.11
C -4.282 4.211 6.105 -0.21
C -5.193 4.529 4.917 -0.21
C -4.930 3.472 3.843 -0.22
S -4.388 2.002 4.709 0.66
O -3.014 1.736 4.349 -0.31
O -5.420 0.990 4.621 -0.35
C -4.420 2.712 6.343 -0.24
H -4.557 4.785 6.992 0.12
H -3.246 4.456 5.852 0.12
H -6.239 4.477 5.236 0.12
H -5.018 5.535 4.531 0.12
H -5.831 3.245 3.273 0.11
H -4.130 3.779 3.167 0.08
H -3.610 2.295 6.947 0.06
H -5.387 2.473 6.793 0.11
C -2.214 -2.438 8.613 -0.22
C -3.566 -2.145 7.958 -0.21
C -4.022 -0.768 8.443 -0.21
S -2.531 0.151 8.812 0.69
O -2.489 0.411 10.232 -0.31
O -2.363 1.202 7.831 -0.34
C -1.389 -1.169 8.444 -0.23
H -1.722 -3.300 8.158 0.12
H -2.358 -2.653 9.677 0.12
H -3.448 -2.132 6.870 0.12
H -4.306 -2.912 8.197 0.12
H -4.592 -0.240 7.678 0.10
H -4.609 -0.840 9.360 0.11
H -0.534 -1.120 9.116 0.11
H -1.062 -1.048 7.409 0.11
C 6.091 10.230 1.408 -0.23
C 5.160 9.071 1.044 -0.23
C 5.663 7.829 1.783 -0.26
S 6.481 8.423 3.260 0.67
O 7.888 8.109 3.165 -0.32
O 5.691 8.071 4.417 -0.33
C 6.265 10.161 2.919 -0.24
H 5.681 11.192 1.095 0.12
H 7.058 10.096 0.913 0.12
H 4.141 9.306 1.370 0.12
H 5.128 8.902 -0.034 0.11
H 4.843 7.169 2.065 0.05
H 6.395 7.280 1.189 0.11
H 7.129 10.720 3.279 0.11
H 5.361 10.492 3.435 0.11
C 8.259 -1.514 -2.516 -0.22
C 9.207 -2.221 -1.545 -0.22
C 8.524 -2.250 -0.176 -0.22
S 6.763 -2.239 -0.495 0.63
O 6.212 -1.001 0.007 -0.37
O 6.207 -3.526 -0.146 -0.33
C 6.885 -2.125 -2.272 -0.25
H 8.574 -1.638 -3.554 0.12
H 8.237 -0.442 -2.295 0.12
H 9.384 -3.245 -1.891 0.12
H 10.177 -1.722 -1.491 0.11
H 8.784 -3.148 0.384 0.10
H 8.767 -1.363 0.411 0.11
H 6.069 -1.517 -2.662 0.06
H 6.827 -3.137 -2.675 0.11
C -2.846 -8.759 -9.006 -0.22
C -4.198 -8.463 -9.661 -0.22
C -4.628 -7.065 -9.212 -0.22
S -3.120 -6.160 -8.880 0.68
O -3.064 -5.861 -7.466 -0.33
O -2.942 -5.142 -9.889 -0.32
C -2.002 -7.509 -9.217 -0.23
H -2.371 -9.642 -9.439 0.12
H -2.986 -8.941 -7.936 0.12
H -4.087 -8.483 -10.749 0.12
H -4.948 -9.210 -9.394 0.12
H -5.195 -6.549 -9.987 0.11
H -5.209 -7.102 -8.289 0.11
H -1.141 -7.454 -8.551 0.11
H -1.679 -7.423 -10.257 0.11
```

Calculated values
Electronic energy, eV: -186896.294
HOMO energy, eV: -9.00
Structure (SMILES): C/C(Cl)=C(/Cl)B(CCCI)CC(=O)I.O=S1(=O)CCCC1.O=S1(=O)CCCC1.O=S1(=O)CCCC1.O=S1(=O)CCCC1.O=S1(=O)CCCC1.O=S1(=O)CCCC1.O=S1(=O)CCCC1
LUMO, eV: -0.287
Frontier orbital gap, eV: 8.708